Here is a cluster of 15 separate species, C3H36NO15 in total at a distorted geometry from the OMol25 dataset. Energies are from the ωB97M-V functional and the def2-TZVPD basis.

ORCA input file:
```
! RIJCOSX wB97M-V def2-TZVPD def2/J DEFGRID3
* xyz 0 2
C -1.17830 0.61504 0.43275
C -1.34543 0.08322 -1.02830
C -2.70316 -0.14181 -1.58485
O -2.44551 -0.84859 -2.82600
N 0.17690 0.48909 0.85566
H -1.83947 -0.04704 1.06216
H -1.40085 1.68807 0.49913
H -0.73743 0.75238 -1.68925
H -0.84990 -0.91097 -1.07909
H -3.36741 0.75784 -1.81600
H -3.23995 -0.87489 -1.01023
H 0.72626 1.41457 0.80703
H 0.70675 -0.26060 0.34687
H -2.12000 -0.96541 3.15113
H -3.22697 -0.97635 1.90406
O -2.93911 -0.64774 2.78405
H -2.55892 -2.83994 0.98891
H -3.37001 -2.30297 -0.07676
O -3.45080 -2.45945 0.86319
H 1.34909 -2.13335 3.04444
H 0.60584 -0.86505 2.59688
O 0.64785 -1.50862 3.30104
H -0.02301 1.74797 -3.25492
H 1.30007 1.14834 -2.86649
O 0.50758 0.98412 -3.51815
H 2.94227 -3.02814 0.16101
H 1.97458 -2.61526 -0.92371
O 2.15866 -3.35997 -0.33126
H 3.38173 2.21569 1.06573
H 2.41191 2.00727 -0.78842
O 2.54207 1.98933 0.67579
H 0.03462 1.88152 2.57145
H 1.43308 2.41405 2.74324
O 0.48228 2.56179 3.05586
H -0.78895 -2.37993 -2.68128
H 0.65296 -1.93036 -2.21907
O 0.02639 -2.64782 -2.25695
H -1.53703 4.19397 1.31478
H -1.69756 3.64289 -0.04029
O -2.22968 4.10879 0.63032
H -0.37960 -3.56907 -0.38890
H -0.20667 -3.48321 1.13173
O -0.88371 -3.62140 0.45382
H 2.88236 -0.67332 -2.11455
H 2.35566 0.15410 -0.83409
O 2.45929 -0.70340 -1.26046
H 3.56602 -0.38905 0.51162
H 2.82624 0.23591 1.67798
O 3.50644 -0.41248 1.47286
H 0.33058 4.22278 0.45099
H 1.29571 3.00382 0.14775
O 0.45037 3.44225 -0.10383
H 2.96937 2.50258 -2.33279
H -2.03690 -0.23325 -3.47178
O 2.40512 1.87334 -1.89123
*
```

Output
energy above the lowest of the compared OMol25 structures with the same formula, charge and spin: 0.0 kJ/mol
HOMO-LUMO gap (spin up / spin down): 0.398 / 0.208 Ha
expectation value of S²: 0.7548